No. 1
ORCA calculation (ωB97M-V/def2-TZVPD) on a molecular structure, C63H54AsO2P2PdTe in a non-equilibrium geometry.

Results
E: -160487.223 eV

ORCA input file:
```
! RIJCOSX wB97M-V def2-TZVPD def2/J DEFGRID3
* xyz 1 1
Pd 0.02585 -0.57878 0.03510
O -0.37818 -4.00849 0.63759
C -0.81956 -4.39677 1.87385
C -0.81154 -5.69144 2.37113
C -1.36011 -5.92084 3.62631
C -1.89301 -4.87642 4.37056
C -1.79797 -3.57860 3.89319
C -1.23869 -3.32340 2.64586
P -0.93081 -1.61164 2.05023
C -2.61642 -0.92204 2.20329
C -3.05154 0.04923 3.09554
C -4.35304 0.54303 3.00989
C -5.21655 0.08888 2.02801
C -4.78698 -0.88002 1.12651
C -3.49731 -1.37444 1.21246
C 0.16356 -0.98356 3.37012
C -0.25186 -0.68250 4.66524
C 0.63304 -0.11744 5.57439
C 1.94431 0.14845 5.20266
C 2.38257 -0.19329 3.92920
C 1.49961 -0.76643 3.02574
C -0.33535 -4.73059 -0.51282
C -0.94878 -5.95236 -0.73178
C -0.77040 -6.57232 -1.96263
C -0.02286 -5.96971 -2.96203
C 0.50490 -4.70205 -2.75685
C 0.35457 -4.06600 -1.52920
P 0.94805 -2.33829 -1.27002
C 2.68128 -2.62121 -0.74972
C 3.77237 -1.94226 -1.28655
C 5.03819 -2.11407 -0.74436
C 5.22897 -2.93939 0.35496
C 4.14703 -3.61447 0.90428
C 2.88272 -3.45996 0.35067
C 0.95436 -1.69923 -2.98290
C -0.17558 -0.98165 -3.38241
C -0.27588 -0.46824 -4.66644
C 0.76498 -0.65473 -5.56709
C 1.87877 -1.39002 -5.19213
C 1.97075 -1.92054 -3.91221
H -0.36574 -6.50272 1.81211
H -1.37483 -6.93040 4.01900
H -2.35738 -5.07020 5.32943
H -2.16034 -2.75500 4.49680
H -2.38833 0.43090 3.85916
H -4.68419 1.28872 3.72321
H -6.22089 0.48986 1.95710
H -5.45245 -1.23596 0.34767
H -3.15311 -2.11242 0.49310
H -1.26441 -0.88991 4.98436
H 0.29315 0.11794 6.57527
H 2.62346 0.61849 5.90531
H 3.41062 -0.00755 3.63703
H 1.85289 -1.04328 2.04643
H -1.57515 -6.41217 0.01927
H -1.23230 -7.53745 -2.13691
H 0.12487 -6.47070 -3.91158
H 1.02709 -4.20311 -3.56270
H 3.64318 -1.29006 -2.13495
H 5.88387 -1.59284 -1.18040
H 6.21961 -3.05728 0.78033
H 4.28416 -4.26207 1.76263
H 2.04681 -3.99247 0.78917
H -0.97652 -0.83580 -2.67872
H -1.16019 0.08545 -4.96103
H 0.70332 -0.23250 -6.56268
H 2.67923 -1.56197 -5.90275
H 2.84118 -2.50477 -3.64101
C 2.83003 2.92826 -6.81287
C 2.61762 2.46663 -5.38954
C 1.35969 2.46544 -4.80736
C 1.15391 2.04830 -3.49466
C -0.22926 2.16812 -2.92028
C 2.24782 1.58714 -2.74062
Te 1.99448 0.97100 -0.72458
C 3.53515 1.60537 -3.30298
C 4.78276 1.14332 -2.57221
C 3.68923 2.04565 -4.61578
H 1.88939 3.22700 -7.28171
H 3.27578 2.13208 -7.41758
H 3.51506 3.78041 -6.84682
H 0.50698 2.81773 -5.38403
H -0.95707 2.41501 -3.69863
H -0.25428 2.95533 -2.16391
H -0.54115 1.25162 -2.44166
H 4.68517 1.20676 -1.49348
H 5.64324 1.74114 -2.87583
H 5.00462 0.10030 -2.82141
H 4.68985 2.05963 -5.04569
O -0.13206 1.19070 1.54945
As -1.10937 2.55122 1.37166
C -1.93226 2.95743 3.04979
C -3.21286 3.48246 3.17927
C -3.70156 3.78223 4.44346
C -2.90892 3.56832 5.56510
C -1.62589 3.04517 5.43028
C -1.13214 2.73800 4.16965
C -0.06089 4.11798 1.01166
C 1.30816 4.05585 1.24809
C 2.09863 5.17374 1.01160
C 1.51550 6.35789 0.57504
C 0.13953 6.43312 0.39624
C -0.65124 5.31267 0.61088
C -2.40073 2.27729 -0.01489
C -2.34018 1.06974 -0.67380
C -3.22328 0.78802 -1.70333
C -4.14723 1.74617 -2.09916
C -4.19446 2.97954 -1.45583
C -3.33334 3.24137 -0.39839
H -3.83323 3.64244 2.30743
H -4.70441 4.17647 4.55737
H -3.29341 3.81462 6.54745
H -1.00808 2.88382 6.30737
H -0.14052 2.31570 4.05174
H 1.74690 3.14173 1.61315
H 3.16957 5.11795 1.17042
H 2.13340 7.22731 0.37884
H -0.32019 7.36718 0.09178
H -1.72069 5.38468 0.45901
H -1.58872 0.35186 -0.35908
H -3.20130 -0.17822 -2.19493
H -4.84425 1.52799 -2.90210
H -4.90179 3.73650 -1.77617
H -3.39874 4.18772 0.12030
*
```

No. 2
ORCA calculation (ωB97M-V/def2-TZVPD) on a molecular structure, C63H58AsNO9P3S2V in a non-equilibrium geometry.

Results
E: -222250.096 eV

ORCA input file:
```
! RIJCOSX wB97M-V def2-TZVPD def2/J DEFGRID3
* xyz 1 2
V -0.94636 0.75857 1.81068
C 5.65085 -1.70100 -4.25784
C 4.48253 -1.73933 -3.31650
C 4.66665 -1.52903 -1.94996
C 3.58867 -1.52914 -1.08483
C 2.31140 -1.74710 -1.58713
C 2.10369 -1.98418 -2.93570
C 3.19142 -1.97172 -3.78982
S 1.01950 -1.72230 -0.36118
O -0.03087 -0.58850 -0.71222
C 0.07706 -3.14921 -0.86236
C -0.93696 -3.06345 -1.83023
C -1.62970 -4.19206 -2.15658
C -1.35831 -5.42593 -1.51955
C -2.09059 -6.59296 -1.83707
C -1.85460 -7.76532 -1.17709
C -0.88163 -7.82428 -0.15947
C -0.15163 -6.71740 0.16874
C -0.35795 -5.49287 -0.51147
C 0.37306 -4.31792 -0.19018
C 1.41252 -4.29022 0.88131
C 2.65612 -4.96786 0.72386
C 2.98661 -5.66841 -0.46079
C 4.19268 -6.29847 -0.58463
C 5.12839 -6.26375 0.46799
C 4.84404 -5.58326 1.61770
C 3.61398 -4.90239 1.77043
C 3.33427 -4.12711 2.92091
C 2.16229 -3.43897 3.03454
C 1.19456 -3.54284 2.02324
S -0.34985 -2.59179 2.15589
O 0.08100 -1.27245 2.76390
C -1.09989 -3.57048 3.45991
C -0.80778 -3.33128 4.79130
C -1.51318 -4.00572 5.77068
C -2.52345 -4.90429 5.43242
C -3.35744 -5.55878 6.49622
C -2.77872 -5.14863 4.08487
C -2.07435 -4.48657 3.09462
H 6.53569 -2.14027 -3.79908
H 5.89160 -0.66770 -4.51577
H 5.43094 -2.23550 -5.18016
H 5.66550 -1.36645 -1.56464
H 3.72098 -1.35074 -0.02442
H 1.10767 -2.17136 -3.31493
H 3.03850 -2.15376 -4.84643
H -1.16498 -2.10674 -2.28033
H -2.41058 -4.15149 -2.90529
H -2.85171 -6.53344 -2.60501
H -2.42037 -8.65244 -1.42815
H -0.72161 -8.75387 0.37030
H 0.58603 -6.76043 0.95899
H 2.26931 -5.69889 -1.27037
H 4.43215 -6.83302 -1.49428
H 6.07487 -6.77568 0.35664
H 5.56036 -5.54659 2.42919
H 4.07590 -4.07144 3.70802
H 1.97185 -2.80599 3.89062
H -0.05525 -2.59819 5.05373
H -1.29160 -3.80997 6.81220
H -2.87895 -5.48956 7.47128
H -3.54148 -6.60746 6.26562
H -4.32565 -5.05808 6.55932
H -3.55996 -5.84623 3.80938
H -2.28862 -4.66047 2.04583
N -4.81573 1.13717 3.61138
C -3.65047 1.29163 2.65835
C -4.10936 1.98043 1.38381
P -2.32542 2.14833 3.70874
O -2.31599 3.63932 3.04305
O -2.93270 2.20105 5.06397
O -0.92095 1.59675 3.56919
P -3.19956 -0.51457 2.36864
O -2.44989 -0.80869 3.75970
O -4.50179 -1.21726 2.39086
O -2.27197 -0.64851 1.17055
H -5.58659 1.76508 3.39788
H -4.42064 1.37355 4.55758
H -5.12439 0.14428 3.53315
H -4.57831 2.94348 1.59638
H -4.81682 1.33652 0.85517
H -3.25830 2.15781 0.73303
H -2.34940 4.28367 3.76988
H -1.47556 -0.76501 3.69556
C -1.28673 4.41262 -0.03884
C -0.42040 4.91798 -1.19456
As -1.15139 6.67119 -1.80174
C 0.16612 7.17636 -3.15703
C -0.27093 7.99494 -4.19806
C 0.61417 8.45165 -5.16021
C 1.95708 8.10449 -5.08758
C 2.40720 7.31491 -4.04130
C 1.51657 6.85763 -3.07902
C -2.44807 5.81717 -3.00183
C -2.04211 5.09034 -4.11870
C -2.96439 4.37756 -4.86809
C -4.30611 4.38075 -4.50749
C -4.72391 5.11878 -3.41125
C -3.79761 5.83585 -2.66458
P -0.58842 2.93510 0.83471
C 0.91014 3.60556 1.65328
C 1.69559 2.73779 2.41933
C 2.84824 3.18892 3.03951
C 3.23351 4.51645 2.92559
C 2.43566 5.39756 2.21441
C 1.27486 4.95129 1.59937
C 0.06928 1.93952 -0.61225
C 1.59617 1.85701 -0.78024
C 2.03278 1.47709 -2.16344
C 1.16190 1.34655 -3.16453
C -0.27642 1.55051 -3.00328
C -0.79493 1.86965 -1.81715
H -2.27719 4.14324 -0.41620
H -1.43595 5.18485 0.72013
H -0.46703 4.22567 -2.03264
H 0.62651 5.01167 -0.90914
H -1.31855 8.27070 -4.25685
H 0.26155 9.08316 -5.96531
H 2.65129 8.45602 -5.83948
H 3.45628 7.05759 -3.96902
H 1.88335 6.24795 -2.26053
H -0.99664 5.08859 -4.40689
H -2.63658 3.81998 -5.73668
H -5.02420 3.81470 -5.08672
H -5.77158 5.13927 -3.13933
H -4.12396 6.42089 -1.81153
H 1.40073 1.70619 2.54555
H 3.44242 2.50045 3.62662
H 4.13646 4.86624 3.40798
H 2.71242 6.44135 2.14010
H 0.65463 5.67691 1.09221
H 2.18394 2.70483 -0.41614
H 3.09766 1.33679 -2.31592
H 1.52402 1.10006 -4.15622
H -0.90797 1.45151 -3.87710
H -1.86261 2.01359 -1.68460
O 1.65245 0.77677 0.19679
C 0.21601 0.61496 0.18215
*
```

No. 3
ORCA calculation (ωB97M-V/def2-TZVPD) on a molecular structure, C63H61N10O4S2Y in a non-equilibrium geometry.

Results
E: -112126.843 eV

ORCA input file:
```
! RIJCOSX wB97M-V def2-TZVPD def2/J DEFGRID3
* xyz 0 1
Y 0.52105 -0.29352 -1.03674
C 5.60963 -7.69354 1.15296
O 6.29772 -6.57194 0.66070
C 5.56151 -5.48492 0.28565
C 4.17113 -5.43760 0.28661
C 3.52794 -4.27574 -0.09974
C 4.24553 -3.14822 -0.48154
C 5.63482 -3.20175 -0.47687
C 6.28819 -4.35814 -0.10402
C 3.45485 -1.95079 -0.85106
C 3.26984 -0.97019 0.15319
C 4.00792 -0.81099 1.34639
C 3.50911 0.30680 1.98665
C 2.45845 0.79367 1.18575
N 2.32703 0.03738 0.07881
C 1.58217 1.94539 1.53634
C 0.48407 2.37608 0.63715
C -0.16439 3.61493 0.68252
C -1.31967 3.49419 -0.08553
C -1.33437 2.19140 -0.59500
C -2.26537 1.62156 -1.55395
C -3.69512 1.59183 -1.31042
C -4.33057 2.33879 -0.30991
C -5.64574 2.11284 0.05368
C -6.38951 1.12868 -0.58978
O -7.67187 0.77318 -0.27398
C -8.21501 1.25871 0.92753
C -5.79327 0.40077 -1.62100
C -4.47766 0.61346 -1.95569
C -1.75425 1.03226 -2.72159
N -0.51570 0.45050 -2.83037
C -0.33050 0.11471 -4.14067
C 0.71896 -0.66413 -4.65536
C 0.67246 -0.90808 -6.11574
C 0.35251 -2.15274 -6.65202
C 0.22208 -2.32341 -8.01339
C 0.40569 -1.24943 -8.88474
O 0.21678 -1.51251 -10.21227
C 0.33275 -0.45219 -11.12808
C 0.75488 -0.01094 -8.36097
C 0.87636 0.15102 -6.99293
C 1.71913 -1.28429 -3.87938
C 2.64381 -2.28755 -4.33786
C 3.34041 -2.71241 -3.25026
C 2.90124 -1.92913 -2.12957
N 1.91053 -1.07024 -2.54986
C -1.46538 0.56464 -4.90430
C -2.35603 1.09238 -4.02446
N -0.22665 1.51994 -0.15335
C 2.43173 3.12970 1.93009
C 3.49535 3.44839 1.08722
C 4.29185 4.54224 1.33161
C 4.04812 5.36917 2.43133
O 4.89733 6.43075 2.55793
C 4.71456 7.34332 3.61072
C 2.99184 5.05823 3.27798
C 2.19636 3.95052 3.01986
H 6.37735 -8.41163 1.43165
H 4.95829 -8.14083 0.39413
H 5.01826 -7.44125 2.03946
H 3.58013 -6.29350 0.57953
H 2.44579 -4.23325 -0.09775
H 6.20027 -2.32989 -0.77165
H 7.36707 -4.42062 -0.10211
H 4.81322 -1.43952 1.67144
H 3.84200 0.72516 2.91914
H 0.17843 4.50882 1.17365
H -2.02073 4.27384 -0.31962
H -3.77618 3.09310 0.22199
H -6.08088 2.70186 0.84902
H -9.17823 0.76356 1.04157
H -8.37442 2.34091 0.89107
H -7.57476 1.00805 1.78089
H -6.37853 -0.36119 -2.11579
H -4.02619 -0.03115 -2.69398
H 0.18325 -2.99247 -5.99220
H -0.05126 -3.28056 -8.42925
H 0.09349 -0.86826 -12.10547
H 1.35000 -0.04875 -11.15332
H -0.37414 0.35297 -10.90405
H 0.91510 0.83973 -9.00412
H 1.12998 1.12233 -6.59381
H 2.74133 -2.63019 -5.35090
H 4.09930 -3.47087 -3.21667
H -1.56640 0.48527 -5.97031
H -3.28869 1.57637 -4.24626
H 3.68521 2.82717 0.22450
H 5.11372 4.78961 0.67771
H 5.52622 8.06629 3.52016
H 4.77678 6.85335 4.58705
H 3.75399 7.86387 3.53018
H 2.77605 5.66684 4.14369
H 1.37521 3.72606 3.68425
C -0.34651 -1.93915 5.88908
C 0.91269 -2.08820 5.02802
N 1.28528 -0.85640 4.37153
C 0.74422 -0.44161 3.19087
S 0.67627 1.34127 3.18300
N 0.30754 -1.31075 2.38379
N -0.15033 -1.42772 1.15304
C -1.23315 -2.14862 1.00452
C -2.04590 -2.55899 2.19363
C -1.57483 -2.62205 -0.31953
C -2.70411 -3.42404 -0.55011
C -2.84297 -4.07439 -1.75604
C -1.87582 -3.87834 -2.73605
C -0.86445 -2.96818 -2.48537
N -0.70060 -2.35585 -1.31773
H -0.45238 -2.80717 6.53669
H -1.23389 -1.85661 5.26558
H -0.28318 -1.04422 6.50561
H 0.75714 -2.84753 4.26107
H 1.75180 -2.39101 5.65719
H 1.51428 -0.09169 4.99017
H -1.39203 -2.55058 3.06303
H -2.48542 -3.54427 2.09114
H -2.82686 -1.81521 2.34925
H -3.45844 -3.52350 0.21216
H -3.68845 -4.72399 -1.93167
H -1.92405 -4.39188 -3.68114
H -0.15567 -2.70821 -3.26086
C -4.85050 1.19012 5.22908
C -3.39669 1.11927 5.70009
N -2.48137 0.86647 4.59638
C -2.49247 1.57463 3.41865
S -2.67282 0.75323 1.98518
N -2.35063 2.90701 3.40823
C -1.91862 3.73724 4.51372
C -1.52600 5.11113 3.99175
H -5.52880 1.04999 6.06530
H -5.04131 0.42030 4.48284
H -5.06079 2.15295 4.77255
H -3.27149 0.28079 6.39020
H -3.12438 2.03521 6.22933
H -2.48884 -0.11953 4.35982
H -2.15529 3.27694 2.48355
H -1.07083 3.26029 5.02311
H -2.73867 3.84777 5.23469
H -0.74607 5.01478 3.24110
H -1.15210 5.72862 4.80411
H -2.38711 5.60736 3.54738
*
```